{"formula": "C3H2N2", "method": "ωB97M-V/def2-TZVPD", "elements": ["C", "C", "C", "N", "N", "H", "H"], "positions_angstrom": [[-2.012, -0.834, 0.050], [-2.128, 0.598, 0.486], [1.276, 0.026, -0.087], [-1.032, 0.051, -0.067], [0.101, 0.167, -0.662], [2.307, 0.127, -0.689], [1.489, -0.136, 0.969]], "forces_ev_per_a": [[-0.4, 0.3, 0.4], [0.3, -0.5, -0.2], [-0.2, 0.7, -1.9], [-1.7, -0.5, 1.1], [5.6, 0.2, -0.3], [-3.0, -0.2, 0.8], [-0.7, -0.1, 0.1]], "smiles": "C=NN1C#C1", "homo_energy_ev": -10.03, "multiplicity": 1, "relative_energy_kcal_mol": 147.3, "homo_lumo_gap_ev": 9.80, "lumo_energy_ev": -0.230, "charge": 0}

***

{"formula": "C33H44Cl2F18I2NO13P", "method": "ωB97M-V/def2-TZVPD", "elements": ["C", "C", "O", "N", "C", "P", "C", "Cl", "C", "C", "Cl", "C", "I", "C", "C", "I", "H", "H", "H", "H", "H", "H", "H", "H", "H", "H", "H", "H", "H", "H", "C", "C", "O", "C", "O", "C", "F", "F", "F", "H", "H", "H", "H", "H", "C", "C", "O", "C", "O", "C", "F", "F", "F", "H", "H", "H", "H", "H", "C", "C", "O", "C", "O", "C", "F", "F", "F", "H", "H", "H", "H", "H", "C", "C", "O", "C", "O", "C", "F", "F", "F", "H", "H", "H", "H", "H", "C", "C", "O", "C", "O", "C", "F", "F", "F", "H", "H", "H", "H", "H", "C", "C", "O", "C", "O", "C", "F", "F", "F", "H", "H", "H", "H", "H"], "positions_angstrom": [[-2.482, -2.604, 0.262], [-2.287, -1.083, -0.164], [-2.647, -0.766, -1.325], [-1.771, -0.004, 0.690], [-2.814, 0.546, 1.602], [-0.253, -0.437, 1.535], [0.437, 1.278, 1.021], [0.617, 2.572, 2.320], [0.775, 1.560, -0.325], [1.319, 3.036, -0.681], [0.570, 0.318, -1.635], [1.407, -0.881, 2.442], [3.328, 0.045, 1.877], [1.489, -1.828, 3.486], [2.849, -2.216, 4.251], [-0.285, -2.935, 4.179], [-1.568, -3.055, 0.793], [-2.569, -3.199, -0.718], [-3.443, -2.812, 0.835], [-2.381, 1.176, 2.461], [-3.427, 1.294, 0.977], [-3.551, -0.247, 1.962], [0.010, -1.553, 0.681], [-0.987, -0.456, 2.763], [2.322, 3.153, -0.163], [0.553, 3.823, -0.366], [1.477, 3.051, -1.812], [3.495, -1.317, 4.494], [2.542, -2.681, 5.258], [3.404, -3.049, 3.696], [2.272, 1.494, -5.454], [2.690, 2.887, -5.028], [4.068, 2.905, -4.625], [4.971, 2.964, -5.620], [4.692, 2.997, -6.789], [6.387, 3.024, -5.055], [6.587, 2.126, -4.071], [6.661, 4.236, -4.529], [7.326, 2.787, -5.984], [2.484, 0.771, -4.662], [1.205, 1.464, -5.684], [2.825, 1.168, -6.338], [2.104, 3.194, -4.158], [2.506, 3.621, -5.814], [2.805, 8.211, -8.240], [1.700, 7.748, -9.168], [1.300, 6.405, -8.855], [0.455, 6.269, -7.818], [0.035, 7.182, -7.160], [0.078, 4.803, -7.626], [1.146, 3.983, -7.683], [-0.780, 4.379, -8.574], [-0.516, 4.569, -6.443], [3.644, 7.511, -8.264], [3.163, 9.201, -8.529], [2.459, 8.258, -7.205], [2.067, 7.733, -10.197], [0.841, 8.424, -9.142], [1.595, -8.426, 7.378], [2.143, -7.013, 7.392], [3.254, -6.888, 6.489], [2.942, -6.731, 5.190], [1.820, -6.695, 4.761], [4.207, -6.563, 4.353], [5.157, -7.463, 4.671], [4.759, -5.345, 4.525], [3.978, -6.698, 3.037], [2.388, -9.147, 7.592], [0.804, -8.540, 8.122], [1.187, -8.683, 6.398], [2.522, -6.777, 8.388], [1.370, -6.277, 7.158], [-2.923, -4.851, -3.778], [-4.028, -5.343, -4.690], [-4.412, -6.685, -4.350], [-5.249, -6.810, -3.304], [-5.674, -5.889, -2.661], [-5.611, -8.276, -3.082], [-4.534, -9.085, -3.132], [-6.470, -8.724, -4.019], [-6.194, -8.491, -1.892], [-2.076, -5.542, -3.793], [-2.578, -3.863, -4.087], [-3.263, -4.789, -2.742], [-3.667, -5.373, -5.720], [-4.894, -4.676, -4.671], [-2.195, -0.793, 9.473], [-1.374, -1.343, 8.323], [-0.023, -1.600, 8.737], [0.180, -2.751, 9.401], [-0.683, -3.547, 9.662], [1.659, -2.921, 9.737], [2.204, -1.796, 10.239], [2.383, -3.245, 8.647], [1.876, -3.887, 10.644], [-1.715, 0.092, 9.898], [-3.198, -0.525, 9.138], [-2.285, -1.524, 10.280], [-1.322, -0.601, 7.524], [-1.826, -2.243, 7.898], [-4.507, 7.597, -2.210], [-3.187, 6.897, -2.468], [-2.315, 7.021, -1.333], [-2.543, 6.167, -0.319], [-3.413, 5.338, -0.312], [-1.520, 6.374, 0.794], [-1.337, 7.675, 1.093], [-0.309, 5.886, 0.455], [-1.869, 5.769, 1.940], [-4.340, 8.639, -1.926], [-5.138, 7.571, -3.100], [-5.050, 7.126, -1.388], [-2.678, 7.374, -3.308], [-3.332, 5.847, -2.732]], "forces_ev_per_a": [[0.7, -0.6, -0.7], [-1.6, 1.0, -3.0], [1.0, -1.2, 3.5], [-0.7, -2.3, 0.4], [-1.2, 1.2, -0.8], [0.9, 1.9, -0.1], [0.5, 0.2, -2.8], [-0.2, -1.7, -1.6], [-0.5, 1.2, 3.1], [-0.3, -1.7, -0.8], [0.3, 1.5, 1.7], [0.4, -2.4, 3.1], [-1.1, -0.7, 0.2], [1.6, 2.1, -1.7], [-1.5, -0.9, 0.8], [1.1, 0.7, -0.5], [-1.5, 0.8, -0.4], [0.0, 1.1, 1.4], [1.3, 0.6, -0.5], [-0.4, -1.2, -1.2], [0.8, -1.1, 1.0], [1.1, 0.9, -0.1], [-0.3, 0.5, 0.2], [0.8, -0.2, -0.1], [-1.3, 0.1, -0.6], [1.2, -1.2, -0.4], [-0.2, 0.2, 1.6], [-0.8, -1.1, -0.7], [0.5, 0.7, -1.4], [-0.6, 1.4, 0.6], [0.2, -0.2, -0.1], [-0.8, -0.2, -0.1], [1.0, 0.2, -0.2], [-1.8, 0.0, -0.3], [0.7, 0.0, 0.5], [1.8, -0.1, 0.6], [-0.4, 0.1, -0.3], [-0.5, -0.2, -0.2], [-0.7, 0.1, 0.0], [-0.1, 0.1, 0.0], [0.1, 0.1, 0.1], [-0.1, 0.1, 0.0], [0.4, 0.0, 0.1], [0.3, -0.1, 0.0], [0.0, -0.2, 0.3], [0.4, 0.7, -0.2], [-0.7, -0.7, 0.5], [0.6, 1.6, -0.6], [-0.1, -0.9, 0.0], [-0.4, -1.8, 0.3], [-0.1, 0.5, -0.1], [0.2, 0.5, 0.1], [0.3, 0.6, -0.3], [0.0, 0.1, -0.1], [-0.1, -0.1, 0.0], [-0.1, 0.1, -0.1], [-0.1, -0.3, 0.1], [0.0, -0.2, 0.2], [0.1, -0.2, -0.3], [-0.6, -0.2, 0.6], [0.4, 0.3, -0.9], [-1.3, -0.1, 1.3], [0.8, 0.1, -0.3], [1.5, 0.0, -1.1], [-0.5, 0.1, 0.2], [-0.5, -0.2, 0.2], [-0.4, 0.0, 0.6], [0.0, 0.1, 0.1], [0.1, 0.1, 0.0], [-0.1, 0.1, 0.1], [0.3, 0.1, -0.3], [0.1, -0.1, -0.2], [0.1, -0.1, 0.3], [0.4, 0.7, -0.2], [-0.6, -0.7, 0.5], [0.5, 1.6, -0.6], [0.0, -0.9, -0.1], [-0.4, -1.8, 0.4], [-0.1, 0.5, -0.1], [0.2, 0.5, 0.0], [0.2, 0.6, -0.4], [0.0, 0.1, -0.1], [-0.1, -0.1, 0.0], [-0.1, 0.1, -0.1], [-0.1, -0.3, 0.1], [0.0, -0.2, 0.2], [0.1, -0.1, 0.4], [-0.8, 0.3, -0.2], [0.7, -0.7, 0.3], [-1.6, 0.5, -0.7], [0.9, 0.1, 0.1], [1.8, -0.1, 0.6], [-0.5, -0.2, -0.2], [-0.5, 0.1, 0.0], [-0.6, 0.2, -0.4], [-0.1, 0.0, -0.2], [0.1, 0.0, 0.0], [-0.1, 0.0, -0.1], [0.3, -0.1, 0.1], [0.2, 0.0, 0.2], [-0.1, 0.0, 0.4], [-0.5, 0.1, -0.6], [0.4, -0.4, 0.9], [-1.0, 0.0, -1.5], [0.7, 0.3, 0.5], [1.1, 0.4, 1.5], [-0.3, -0.3, -0.4], [-0.4, 0.0, -0.3], [-0.3, 0.0, -0.7], [0.0, 0.0, -0.2], [0.1, 0.0, 0.0], [0.0, -0.1, -0.1], [0.2, 0.0, 0.3], [0.1, 0.0, 0.3]], "smiles": "CC(=O)N(C)[PH2](/C(Cl)=C(/C)Cl)/C(I)=C(/C)I.CCOC(=O)C(F)(F)F.CCOC(=O)C(F)(F)F.CCOC(=O)C(F)(F)F.CCOC(=O)C(F)(F)F.CCOC(=O)C(F)(F)F.CCOC(=O)C(F)(F)F", "homo_energy_ev": -8.80, "multiplicity": 1, "homo_lumo_gap_ev": 8.41, "lumo_energy_ev": -0.395, "charge": 0}